DFT (ωB97M-V with the def2-TZVPD basis set) results for an isolated molecule of C4H4N2O5.

Structure (ORCA input):
```
! RIJCOSX wB97M-V def2-TZVPD def2/J DEFGRID3
* xyz 0 1
C -0.59585 -0.76614 -0.40742
C -0.56480 0.66326 -0.30877
C 0.48360 -1.32933 0.31049
C 0.60392 0.94964 0.43180
N 1.27463 -0.23974 0.74051
N 3.31997 0.11468 -0.34166
O 2.63800 -0.03846 -1.27497
O 4.41171 0.46203 -0.20620
O 0.82843 -2.61203 0.40010
O 1.12697 2.18259 0.65317
O 2.64486 -0.32631 0.92124
H -1.41808 -1.41629 -0.73405
H -1.28638 1.47639 -0.36851
H 1.82978 -2.68880 0.57574
H 0.61554 2.86775 0.09343
*
```

Results
Lowest unoccupied orbital energy ... 0.18 eV
HOMO ... -7.533 eV
E_tot ... -640.291444 Eh
Frontier orbital gap ... 7.71 eV
Energy relative to the best compared isomer or geometry (same formula, charge and spin) ... 85.4 kcal per mole